# 1
Below is C38H100B2CrF14N9O14S2 as an isolated structure, with properties calculated with the ωB97M-V functional and the def2-TZVPD basis.

Structure (XYZ):
```
180
C38H100B2CrF14N9O14S2, DFT the ωB97M-V functional and the def2-TZVPD basis
Cr -8.085 -17.692 3.123
B -9.941 -15.740 3.781
F -11.100 -16.118 4.434
F -9.772 -16.407 2.545
F -9.712 -14.402 3.768
F -8.863 -16.363 4.498
B -7.212 -20.884 2.428
F -6.380 -21.510 3.332
F -6.712 -20.944 1.147
F -8.521 -21.346 2.540
F -7.175 -19.437 2.778
C -4.365 -17.789 1.349
F -5.148 -18.750 0.888
F -3.093 -18.124 1.314
F -4.549 -16.735 0.570
S -4.764 -17.444 3.176
O -4.950 -18.733 3.779
O -3.761 -16.594 3.744
N -6.377 -16.692 3.081
S -6.197 -15.102 2.867
O -5.018 -14.515 2.254
O -7.488 -14.836 2.233
C -6.137 -14.378 4.683
F -4.856 -14.408 5.042
F -6.508 -13.108 4.687
F -6.847 -15.081 5.567
C -3.824 -15.747 -2.554
C -3.551 -17.126 -3.116
O -2.925 -17.887 -2.084
H -2.957 -15.424 -1.974
H -4.684 -15.723 -1.888
H -3.868 -15.061 -3.401
H -2.925 -17.059 -4.010
H -4.482 -17.612 -3.422
H -2.850 -18.815 -2.324
C -1.169 -19.338 4.282
C -1.999 -20.567 4.700
O -1.678 -21.626 3.805
H -0.113 -19.579 4.420
H -1.349 -18.447 4.879
H -1.200 -19.196 3.201
H -3.073 -20.406 4.592
H -1.716 -20.820 5.723
H -2.508 -21.884 3.333
C -2.013 -10.927 8.537
C -2.678 -10.351 7.321
C -4.191 -10.576 7.467
O -4.941 -10.012 6.411
C -6.322 -10.279 6.590
N -2.442 -8.886 7.328
H -0.934 -10.936 8.400
H -2.467 -11.911 8.707
H -2.261 -10.460 9.493
H -2.325 -10.841 6.414
H -4.602 -10.123 8.377
H -4.303 -11.670 7.529
H -6.990 -9.784 5.888
H -6.619 -10.009 7.608
H -6.477 -11.351 6.440
H -3.193 -8.511 6.756
H -2.470 -8.404 8.214
C -8.658 -10.522 3.305
C -7.305 -9.976 2.795
C -6.950 -10.386 1.372
O -6.884 -11.794 1.216
C -6.377 -12.114 -0.067
N -7.572 -8.537 2.886
H -8.548 -11.592 3.502
H -9.340 -10.327 2.476
H -9.037 -10.089 4.228
H -6.544 -10.280 3.524
H -5.985 -9.939 1.102
H -7.689 -10.003 0.660
H -6.608 -13.125 -0.406
H -5.355 -11.775 -0.212
H -7.028 -11.651 -0.828
H -6.723 -7.978 2.857
H -8.043 -8.251 3.729
C -10.988 -20.298 5.012
C -9.995 -19.109 4.808
C -8.661 -19.449 5.527
O -7.672 -18.492 5.132
C -6.703 -18.295 6.145
N -9.725 -18.912 3.382
H -11.217 -20.360 6.077
H -10.689 -21.269 4.614
H -11.966 -20.087 4.570
H -10.539 -18.297 5.281
H -8.326 -20.472 5.344
H -8.952 -19.354 6.575
H -6.085 -17.526 5.681
H -6.045 -19.132 6.385
H -7.062 -17.870 7.087
H -10.575 -18.745 2.834
H -9.738 -19.910 3.143
C -9.691 -14.313 7.568
C -9.366 -15.789 7.719
C -9.247 -16.155 9.235
O -8.146 -15.439 9.794
C -6.848 -15.824 9.413
N -10.532 -16.558 7.205
H -8.777 -13.719 7.521
H -10.320 -14.011 8.409
H -10.298 -14.174 6.675
H -8.457 -16.041 7.177
H -9.054 -17.222 9.374
H -10.112 -15.821 9.804
H -6.484 -16.665 10.009
H -6.246 -14.971 9.745
H -6.685 -15.874 8.334
H -10.775 -16.279 6.261
H -11.268 -16.299 7.852
C -7.548 -17.731 -1.305
C -7.808 -16.988 0.014
C -8.785 -15.880 -0.290
O -10.069 -16.373 -0.662
C -10.886 -15.355 -1.231
N -8.416 -17.918 1.047
H -7.280 -17.114 -2.159
H -8.431 -18.299 -1.608
H -6.742 -18.461 -1.186
H -6.908 -16.488 0.367
H -8.432 -15.375 -1.201
H -8.810 -15.064 0.438
H -11.790 -15.926 -1.433
H -10.358 -14.921 -2.084
H -11.102 -14.546 -0.527
H -9.347 -17.809 0.619
H -8.166 -18.833 0.658
C 1.156 -17.229 8.241
C 0.144 -17.313 7.041
C -0.481 -15.942 6.821
O -1.265 -15.617 7.944
C -2.584 -15.208 7.621
N 1.003 -17.626 5.872
H 1.894 -16.434 8.215
H 1.644 -18.206 8.283
H 0.526 -17.257 9.138
H -0.551 -18.152 7.067
H -1.115 -16.100 5.940
H 0.352 -15.287 6.550
H -3.039 -14.807 8.526
H -3.222 -16.048 7.326
H -2.542 -14.448 6.839
H 1.619 -18.403 6.087
H 1.698 -16.883 5.794
C 3.417 -19.321 3.460
C 3.730 -18.895 1.992
C 2.613 -19.363 1.068
O 1.390 -18.681 1.316
C 0.289 -19.245 0.636
N 3.920 -17.443 2.009
H 4.255 -19.076 4.122
H 3.357 -20.405 3.586
H 2.561 -18.756 3.828
H 4.580 -19.528 1.732
H 2.399 -20.434 1.146
H 2.856 -19.122 0.026
H 0.056 -20.253 0.995
H 0.509 -19.216 -0.435
H -0.597 -18.653 0.861
H 3.094 -16.961 2.355
H 4.509 -17.319 2.831
C -5.133 -23.848 1.126
C -3.796 -23.313 1.695
C -2.735 -23.246 0.618
O -3.097 -22.461 -0.525
C -2.896 -21.050 -0.365
N -3.988 -22.042 2.357
H -5.499 -23.070 0.449
H -5.885 -23.984 1.906
H -5.177 -24.768 0.539
H -3.485 -24.041 2.454
H -2.643 -24.257 0.215
H -1.735 -23.002 0.988
H -1.859 -20.855 -0.656
H -3.039 -20.662 0.639
H -3.534 -20.551 -1.092
H -4.878 -22.168 2.843
H -4.252 -21.350 1.662
```

Values from the calculation:
largest force on an atom: 4.78 eV/Å
⟨S²⟩: 3.771
multiplicity: 4
orbital gap (spin up / spin down): 6.49 / 7.57 eV
highest occupied orbital energy (spin up / spin down): -0.321 / -0.321 hartree


# 2
Below is a 10-piece molecular cluster, C38H100N4O18 overall, with properties calculated with the ωB97M-V functional and the def2-TZVPD basis.

Structure (XYZ):
```
160
C38H100N4O18, DFT the ωB97M-V functional and the def2-TZVPD basis
C 14.368 8.619 23.023
O 13.418 8.417 21.949
C 13.464 9.556 21.152
C 12.537 9.309 19.987
N 12.504 10.474 19.081
C 13.575 10.466 18.096
C 13.765 9.299 17.156
O 14.811 9.649 16.315
C 15.222 8.627 15.387
H 15.420 8.849 22.737
H 14.336 7.715 23.620
H 14.039 9.436 23.682
H 14.509 9.782 20.829
H 13.062 10.428 21.717
H 11.564 9.252 20.510
H 12.742 8.409 19.423
H 11.652 10.461 18.564
H 14.520 10.828 18.566
H 13.501 11.291 17.400
H 12.829 9.184 16.576
H 13.882 8.313 17.619
H 15.562 7.782 16.003
H 15.981 8.970 14.720
H 14.405 8.281 14.746
C 22.931 17.716 15.442
O 23.486 18.551 14.432
C 22.915 18.569 13.125
C 23.082 17.196 12.426
N 22.127 16.164 12.608
C 20.941 16.351 11.766
C 19.855 15.327 12.096
O 19.161 15.749 13.244
C 18.600 14.610 13.887
H 23.458 18.016 16.327
H 23.000 16.660 15.199
H 21.869 17.967 15.661
H 23.462 19.333 12.577
H 21.855 18.811 13.143
H 24.048 16.870 12.806
H 23.243 17.403 11.375
H 21.887 15.930 13.554
H 21.317 16.201 10.753
H 20.561 17.386 11.802
H 20.292 14.369 12.297
H 19.177 15.195 11.203
H 18.008 14.933 14.725
H 19.427 13.993 14.284
H 17.872 14.033 13.277
C 21.400 11.663 11.516
O 20.589 10.668 12.046
C 19.806 11.130 13.143
C 19.091 9.847 13.652
N 18.014 9.547 12.726
C 17.722 8.151 12.663
C 16.622 7.824 11.702
O 17.089 8.179 10.443
C 16.079 8.458 9.567
H 22.185 11.302 10.841
H 21.928 12.089 12.368
H 20.935 12.532 10.988
H 19.122 11.913 12.800
H 20.371 11.559 13.972
H 18.619 9.993 14.608
H 19.827 9.026 13.783
H 18.292 9.807 11.787
H 17.297 7.818 13.625
H 18.648 7.578 12.566
H 15.729 8.433 12.000
H 16.355 6.760 11.752
H 16.549 8.612 8.614
H 15.467 9.323 9.873
H 15.391 7.585 9.385
C 15.102 15.558 17.378
O 14.190 15.062 16.386
C 13.226 14.181 16.973
C 12.454 13.558 15.827
N 11.820 14.492 14.834
C 11.090 15.601 15.421
C 9.806 15.116 16.071
O 10.108 14.677 17.393
C 8.975 14.108 17.988
H 14.468 15.836 18.221
H 15.653 16.433 17.014
H 15.827 14.799 17.691
H 12.590 14.727 17.681
H 13.754 13.368 17.485
H 11.742 12.900 16.297
H 13.163 12.953 15.281
H 12.628 14.839 14.337
H 10.777 16.351 14.713
H 11.577 16.169 16.214
H 9.432 14.299 15.468
H 9.033 15.895 16.168
H 8.118 14.804 18.121
H 9.264 13.821 18.989
H 8.578 13.227 17.496
C 18.086 11.219 18.073
C 18.468 12.307 17.142
O 17.271 12.849 16.506
O 17.629 10.111 17.324
H 17.310 11.613 18.763
H 18.992 10.872 18.566
H 19.182 11.899 16.433
H 18.919 13.090 17.714
H 17.136 12.305 15.713
H 16.764 10.409 16.987
C 12.047 10.737 10.344
C 13.305 11.212 9.670
O 13.441 12.597 9.652
O 11.949 10.949 11.752
H 12.050 9.670 10.221
H 11.144 11.212 9.880
H 13.235 10.883 8.613
H 14.176 10.687 10.151
H 13.947 12.845 10.434
H 11.440 11.757 11.958
C 15.405 11.963 14.014
C 14.912 12.026 12.565
O 15.195 13.269 11.945
O 16.766 11.756 14.108
H 14.842 11.252 14.657
H 15.219 12.949 14.493
H 13.850 11.822 12.552
H 15.450 11.277 11.992
H 14.880 14.010 12.475
H 17.107 11.034 13.552
C 16.577 16.584 9.240
C 16.089 15.290 9.798
O 17.134 14.510 10.223
O 15.497 17.296 8.635
H 17.385 16.491 8.527
H 17.019 17.213 10.020
H 15.504 14.785 9.002
H 15.343 15.568 10.547
H 16.861 13.942 10.958
H 15.275 16.804 7.824
C 16.185 17.349 13.168
C 14.788 16.995 13.616
C 13.776 17.451 12.638
O 14.592 15.570 13.712
H 16.207 18.423 13.100
H 16.364 16.967 12.167
H 17.004 16.997 13.791
H 14.501 17.485 14.555
H 13.716 18.526 12.597
H 12.813 17.059 12.895
H 13.968 17.156 11.576
H 14.643 15.205 14.615
C 11.536 15.072 11.244
C 10.198 14.584 11.868
C 9.224 14.252 10.802
O 10.485 13.367 12.515
H 11.270 15.982 10.670
H 11.904 14.337 10.493
H 12.336 15.174 11.982
H 9.839 15.301 12.623
H 8.258 13.915 11.212
H 9.652 13.497 10.156
H 9.087 15.124 10.132
H 11.026 13.523 13.319
```

Values from the calculation:
largest force on an atom: 2.25 eV/Å
orbital gap: 8.86 eV
highest occupied orbital energy: -0.305 hartree
structure (SMILES): COCCNCCOC.COCCNCCOC.COCCNCCOC.COCCNCCOC.CC(C)O.CC(C)O.OCCO.OCCO.OCCO.OCCO